Computed, not measured: a 2-piece molecular cluster, C6H12 overall, with ωB97M-V/def2-TZVPD.

Output
HOMO (hartree): -0.34184
Energy above the lowest of the compared OMol25 structures with the same formula, charge and spin (kJ/mol): 198.3
Largest force on an atom (eV Å⁻¹): 0.255
DFT total energy (hartree): -235.74268
Gap between HOMO and LUMO (eV): 10.54

Last column: natural (NBO) charge in e.
Atoms and positions in Å:
H 2.23 1.80 0.07  0.19
C 1.15 1.95 0.03  -0.41
H -0.69 -1.30 -2.71  0.20
H -0.13 -1.01 2.82  0.21
H -1.20 0.23 0.88  0.21
H 0.83 -1.93 1.66  0.21
C -1.06 -1.22 -1.69  -0.41
H -0.60 2.09 -1.14  0.20
H 0.79 -0.77 -0.82  0.20
C -0.28 -0.93 -0.66  -0.16
H -2.13 -1.36 -1.55  0.19
H 1.05 -0.19 1.80  0.20
H 0.98 1.84 -2.07  0.19
C 0.31 -0.99 1.82  -0.60
H -1.60 -1.48 0.92  0.21
C -0.77 -0.77 0.76  -0.45
H 0.64 2.06 0.99  0.19
C 0.48 1.97 -1.11  -0.37

---

Computed, not measured: an isolated molecule of C6H12, with ωB97M-V/def2-TZVPD.

Output
HOMO (hartree): -0.36517
Energy above the lowest of the compared OMol25 structures with the same formula, charge and spin (kJ/mol): 138.5
Largest force on an atom (eV Å⁻¹): 2.756
DFT total energy (hartree): -235.76547
Gap between HOMO and LUMO (eV): 11.24

Last column: natural (NBO) charge in e.
Atoms and positions in Å:
C 0.53 2.26 -0.28  -0.42
H 0.61 1.30 -2.22  0.22
H -1.09 1.09 -1.29  0.21
H 0.06 0.48 1.97  0.21
C -0.20 0.10 0.98  -0.38
H -1.50 -1.82 -0.58  0.20
C -0.08 -1.43 0.99  -0.40
C 0.02 1.33 -1.30  -0.42
H 1.62 0.39 -0.22  0.21
H 1.41 2.86 -0.50  0.22
C 0.64 0.78 -0.06  -0.25
H -0.21 2.72 0.35  0.21
H 0.18 -1.78 -1.12  0.20
C -0.48 -2.09 -0.31  -0.61
H 0.95 -1.72 1.23  0.20
H -0.69 -1.83 1.79  0.20
H -1.33 0.51 0.80  0.18
H -0.45 -3.18 -0.24  0.21

---

Computed, not measured: a 2-piece molecular cluster, C6H12 overall, with ωB97M-V/def2-TZVPD.

Output
HOMO (hartree): -0.29955
Energy above the lowest of the compared OMol25 structures with the same formula, charge and spin (kJ/mol): 471.3
Largest force on an atom (eV Å⁻¹): 0.747
DFT total energy (hartree): -235.63872
Gap between HOMO and LUMO (eV): 8.66

Last column: natural (NBO) charge in e.
Atoms and positions in Å:
H -1.07 -1.81 1.42  0.23
H 2.05 -1.18 0.21  0.13
C -1.53 0.80 0.59  -0.62
C -1.14 -1.75 0.34  -0.34
H -0.93 0.74 1.49  0.24
H -2.59 0.89 0.87  0.21
C 0.06 -1.08 -0.39  -0.40
H -1.85 -0.41 -1.23  0.22
C -1.32 -0.43 -0.27  -0.20
H 3.04 1.60 -0.29  0.22
C 1.09 -0.75 0.56  -0.18
H -1.25 1.71 0.05  0.21
H 0.26 -1.53 -1.37  0.20
H 1.45 2.44 -0.30  0.22
H -1.54 -2.64 -0.15  0.22
H 1.56 0.82 0.37  0.22
H 1.77 1.11 -1.45  0.21
C 1.96 1.48 -0.44  -0.80

---

Computed, not measured: an isolated molecule of C6H12, with ωB97M-V/def2-TZVPD.

Output
HOMO (hartree): -0.35634
Energy above the lowest of the compared OMol25 structures with the same formula, charge and spin (kJ/mol): 96.6
Largest force on an atom (eV Å⁻¹): 0.208
DFT total energy (hartree): -235.78144
Gap between HOMO and LUMO (eV): 10.85

Last column: natural (NBO) charge in e.
Atoms and positions in Å:
H 1.70 -0.43 1.99  0.21
H 0.04 -0.68 2.57  0.21
H 0.26 1.61 1.53  0.21
H 0.67 -0.25 -2.35  0.21
C -0.94 0.70 -0.06  -0.22
H 2.21 0.23 -1.61  0.21
C 0.20 0.70 0.93  -0.22
H -2.13 -0.45 -1.44  0.21
H 0.58 -1.45 1.08  0.20
H -2.53 -0.73 0.26  0.21
H 0.70 1.96 -0.81  0.21
C -1.70 -0.55 -0.44  -0.61
C 1.19 -0.10 -1.40  -0.62
C 0.65 -0.53 1.68  -0.61
H 1.26 -1.07 -0.90  0.21
C 0.47 0.93 -0.54  -0.22
H -1.56 1.59 -0.05  0.21
H -1.08 -1.45 -0.44  0.21

---

Computed, not measured: C6H12 as an isolated structure, with ωB97M-V/def2-TZVPD.

Output
HOMO (hartree): -0.24199
Energy above the lowest of the compared OMol25 structures with the same formula, charge and spin (kJ/mol): 499.9
Largest force on an atom (eV Å⁻¹): 2.081
DFT total energy (hartree): -235.62783
Gap between HOMO and LUMO (eV): 7.64

Last column: natural (NBO) charge in e.
Atoms and positions in Å:
C -0.44 1.52 -0.17  -0.62
H 0.47 1.80 0.39  0.21
C 1.61 -0.38 0.94  -0.65
H -1.07 0.16 1.50  0.20
C -1.30 -0.75 -0.43  -0.37
H 1.85 -0.08 -1.22  0.21
H 2.14 0.54 1.19  0.21
H 0.85 -0.55 1.71  0.21
H 2.34 -1.20 1.03  0.22
H -0.96 2.44 -0.39  0.21
C 1.15 -0.45 -0.49  -0.28
C -1.35 0.46 0.48  -0.44
C 0.02 -1.03 -1.01  -0.34
H -0.29 1.08 -1.16  0.23
H -2.35 0.90 0.57  0.22
H -2.23 -1.10 -0.88  0.23
H -0.48 -1.85 -0.08  0.34
H 0.04 -1.52 -1.98  0.22

---

Computed, not measured: an isolated molecule of C6H12, with ωB97M-V/def2-TZVPD.

Output
HOMO (hartree): -0.36896
Energy above the lowest of the compared OMol25 structures with the same formula, charge and spin (kJ/mol): 111.4
Largest force on an atom (eV Å⁻¹): 0.433
DFT total energy (hartree): -235.77579
Gap between HOMO and LUMO (eV): 11.31

Last column: natural (NBO) charge in e.
Atoms and positions in Å:
H 1.75 0.38 1.42  0.21
C -0.52 -0.84 0.20  -0.39
C -2.28 0.89 0.88  -0.60
C 2.01 -0.31 0.61  -0.43
H -3.12 0.31 0.46  0.20
H -1.02 0.90 -0.91  0.20
H 2.91 -0.87 0.78  0.21
H -2.22 0.65 1.95  0.20
H 2.59 -0.26 -1.49  0.22
H -0.66 -1.22 1.21  0.20
H -2.54 1.95 0.82  0.21
H -1.18 -1.44 -0.44  0.20
C -0.97 0.62 0.15  -0.40
C 0.94 -1.02 -0.18  -0.22
H 1.33 1.01 -1.05  0.22
H 1.19 -2.04 -0.46  0.21
H -0.17 1.23 0.59  0.19
C 1.79 0.05 -0.83  -0.43

---

Computed, not measured: an isolated molecule of C6H12, with ωB97M-V/def2-TZVPD.

Output
HOMO (hartree): -0.28953
Energy above the lowest of the compared OMol25 structures with the same formula, charge and spin (kJ/mol): 375.1
Largest force on an atom (eV Å⁻¹): 0.336
DFT total energy (hartree): -235.67534
Gap between HOMO and LUMO (eV): 8.80

Last column: natural (NBO) charge in e.
Atoms and positions in Å:
H 2.41 0.96 1.15  0.24
H -0.53 0.15 -2.26  0.23
C 0.17 -0.95 -0.51  -0.37
H -1.09 2.32 -1.18  0.22
H -0.60 1.72 0.40  0.21
H -0.54 -2.26 1.05  0.22
C 1.64 0.18 1.16  -0.79
H -2.02 1.03 -0.40  0.21
H 0.86 0.87 -1.50  0.24
H 0.22 -1.74 -1.27  0.21
H -1.83 -1.57 0.06  0.21
C -1.01 1.42 -0.57  -0.62
H 2.06 -0.62 1.80  0.27
C 1.54 -0.52 -0.14  0.15
C -0.12 0.40 -1.28  -0.39
C -0.87 -1.35 0.53  -0.63
H -1.04 -0.58 1.29  0.21
H 0.74 0.54 1.67  0.19

---

Computed, not measured: an isolated molecule of C6H12, with ωB97M-V/def2-TZVPD.

Output
HOMO (hartree): -0.37896
Energy above the lowest of the compared OMol25 structures with the same formula, charge and spin (kJ/mol): 166.3
Largest force on an atom (eV Å⁻¹): 2.842
DFT total energy (hartree): -235.75487
Gap between HOMO and LUMO (eV): 11.51

Last column: natural (NBO) charge in e.
Atoms and positions in Å:
H 0.85 2.58 -0.13  0.21
C 1.68 -0.47 0.17  -0.40
H -2.24 -1.36 -0.19  0.21
C 0.51 0.47 0.67  -0.21
H -0.66 -1.23 1.42  0.21
H -2.38 0.18 0.72  0.20
H -1.92 0.29 -0.87  0.20
H -0.81 2.04 -0.12  0.21
C 0.17 1.68 -0.28  -0.62
H 2.28 -0.96 0.94  0.21
C 0.54 -1.30 -0.53  -0.41
C -1.84 -0.35 0.01  -0.61
H 0.56 -0.79 -1.51  0.21
H 0.61 -2.41 -0.66  0.21
C -0.45 -0.70 0.49  -0.22
H 0.56 0.84 1.70  0.20
H 2.44 -0.03 -0.51  0.19
H 0.11 1.51 -1.32  0.20

---

Q: The highest HOMO belongs to which entry?
A: number 5